{"formula": "C61H95N21O3", "method": "the ωB97M-V functional and the def2-TZVPD basis", "species": ["C", "C", "C", "C", "C", "C", "C", "C", "C", "C", "C", "C", "C", "C", "C", "C", "C", "C", "O", "O", "C", "O", "H", "H", "H", "H", "H", "H", "H", "H", "H", "H", "H", "H", "H", "H", "H", "H", "H", "H", "H", "H", "H", "H", "H", "H", "H", "H", "H", "H", "H", "H", "H", "H", "C", "C", "N", "H", "H", "H", "C", "C", "N", "H", "H", "H", "C", "C", "N", "H", "H", "H", "C", "C", "N", "H", "H", "H", "C", "C", "N", "H", "H", "H", "C", "C", "N", "H", "H", "H", "C", "C", "N", "H", "H", "H", "C", "C", "N", "H", "H", "H", "C", "C", "N", "H", "H", "H", "C", "C", "N", "H", "H", "H", "C", "C", "N", "H", "H", "H", "C", "C", "N", "H", "H", "H", "C", "C", "N", "H", "H", "H", "C", "C", "N", "H", "H", "H", "C", "C", "N", "H", "H", "H", "C", "C", "N", "H", "H", "H", "C", "C", "N", "H", "H", "H", "C", "C", "N", "H", "H", "H", "C", "C", "N", "H", "H", "H", "C", "C", "N", "H", "H", "H", "C", "C", "N", "H", "H", "H"], "xyz": [[-2.670350, 0.524130, 0.875066], [-3.166930, -0.858941, 1.297125], [-3.449767, -1.706757, 0.075775], [-2.178020, -2.200983, -0.577465], [-2.391948, -2.659502, -2.031675], [-1.865623, -1.659999, -3.072337], [-0.729455, -2.212640, -3.923011], [-0.312637, -1.258431, -5.051440], [0.985848, -0.532524, -4.710208], [1.237261, 0.758231, -5.486745], [0.747059, 2.027845, -4.782659], [1.731967, 2.671612, -3.787080], [1.483496, 2.261079, -2.317079], [2.696579, 1.745110, -1.534947], [3.569449, 0.705080, -2.238966], [3.458327, -0.629853, -1.595403], [3.211101, -0.970926, -0.313512], [3.121581, -2.431795, -0.214156], [3.014322, -3.176945, 0.782677], [3.215258, -2.946306, -1.508181], [3.592603, -1.903137, -2.350992], [3.985984, -2.133872, -3.498925], [-2.248203, 0.448616, -0.121708], [-3.538337, 1.164936, 0.788817], [-1.939159, 0.954159, 1.541738], [-4.115242, -0.721232, 1.803445], [-2.490851, -1.371279, 1.964798], [-4.042007, -1.091142, -0.596734], [-4.062567, -2.545761, 0.368664], [-1.437349, -1.409714, -0.563016], [-1.801942, -3.043651, -0.004155], [-1.918793, -3.625116, -2.169230], [-3.455285, -2.779433, -2.194256], [-1.491549, -0.776833, -2.564317], [-2.662671, -1.365499, -3.743752], [0.125493, -2.361649, -3.267707], [-1.034341, -3.178090, -4.313877], [-1.103664, -0.546907, -5.251709], [-0.122133, -1.856641, -5.931390], [1.799321, -1.214256, -4.923698], [1.018969, -0.352529, -3.638357], [0.778893, 0.675610, -6.467985], [2.305942, 0.852883, -5.659586], [-0.182134, 1.803083, -4.268708], [0.503900, 2.755209, -5.550521], [2.750362, 2.489278, -4.104561], [1.528143, 3.722806, -3.821350], [0.673677, 1.547573, -2.239127], [1.148892, 3.151272, -1.795707], [2.323859, 1.325319, -0.610642], [3.320156, 2.582169, -1.243310], [4.615690, 0.994381, -2.194011], [3.335614, 0.584315, -3.290471], [3.069571, -0.288815, 0.503437], [0.282479, -2.283579, 4.131636], [-0.439587, -1.057457, 3.850537], [-0.989440, -0.072015, 3.657882], [0.893503, -2.577946, 3.279445], [0.938515, -2.142183, 4.988715], [-0.410325, -3.089725, 4.357905], [-7.309162, -3.737688, 1.583456], [-7.066461, -2.375977, 1.139399], [-6.908136, -1.283163, 0.829728], [-6.430249, -4.361566, 1.469364], [-7.591206, -3.751760, 2.632040], [-8.123908, -4.187413, 1.017521], [1.932867, 7.093054, -4.395888], [1.076688, 6.478903, -3.394932], [0.406211, 5.997494, -2.599522], [2.950247, 6.718884, -4.303955], [1.567655, 6.867117, -5.395691], [1.955249, 8.173134, -4.267570], [-10.734128, -2.573810, 3.287386], [-10.179494, -3.874987, 3.611593], [-9.609001, -4.860539, 3.748987], [-10.731721, -2.421724, 2.212161], [-11.754198, -2.456119, 3.648144], [-10.121521, -1.790206, 3.725390], [-2.933967, -5.389544, 3.809420], [-3.667175, -4.382766, 3.063822], [-4.258574, -3.622175, 2.443435], [-2.852897, -5.092193, 4.851697], [-3.447201, -6.347559, 3.754238], [-1.934074, -5.514483, 3.396389], [2.449374, 5.078463, 0.944688], [3.569797, 5.552977, 0.158071], [4.437490, 5.882601, -0.514270], [1.683566, 4.641060, 0.305545], [2.761430, 4.309464, 1.650366], [1.994341, 5.895106, 1.502991], [3.787215, 3.048900, 5.047930], [3.292608, 2.530959, 3.783540], [2.907201, 2.113208, 2.786745], [3.281010, 3.977430, 5.295713], [3.603024, 2.342257, 5.851421], [4.853839, 3.238523, 4.997000], [0.638416, -2.712600, -10.005798], [0.528943, -1.555153, -9.131627], [0.440764, -0.640657, -8.445283], [-0.097039, -3.466486, -9.728716], [0.470974, -2.435931, -11.043649], [1.628303, -3.152922, -9.938871], [5.941234, -4.356231, -4.680244], [6.036277, -5.456140, -5.619233], [5.948276, -6.382235, -6.289459], [6.701749, -3.598116, -4.853397], [4.966804, -3.879407, -4.772453], [6.040716, -4.716209, -3.657879], [-2.502799, 6.198594, -0.634603], [-2.517606, 6.950705, 0.605765], [-2.538959, 7.546731, 1.586461], [-3.078697, 5.278124, -0.541162], [-2.936901, 6.780592, -1.445232], [-1.486620, 5.935863, -0.925969], [6.722339, 0.437419, 7.439519], [6.373728, 1.842389, 7.319976], [6.082036, 2.948049, 7.235427], [6.255029, -0.007085, 8.312168], [6.395744, -0.120643, 6.563466], [7.797927, 0.309995, 7.539717], [-2.750454, 1.548702, 6.218745], [-2.376117, 2.282884, 7.416086], [-2.084184, 2.866753, 8.358874], [-3.367148, 0.687425, 6.468813], [-3.315760, 2.183055, 5.538608], [-1.871002, 1.187888, 5.687436], [-1.661477, 5.896252, 4.381301], [-0.770312, 4.836873, 4.816519], [-0.065679, 4.003708, 5.164902], [-1.519768, 6.115424, 3.326648], [-2.700992, 5.612359, 4.531060], [-1.472763, 6.808470, 4.943133], [-7.689450, 1.304545, 1.192060], [-8.858531, 0.453996, 1.324936], [-9.753597, -0.258165, 1.390342], [-7.942585, 2.339092, 1.416955], [-6.906886, 0.974746, 1.871623], [-7.299166, 1.248951, 0.178621], [3.183268, -6.398433, -4.212739], [1.753709, -6.639926, -4.115114], [0.624822, -6.800147, -3.997219], [3.540228, -5.879146, -3.323807], [3.730836, -7.333580, -4.308453], [3.410310, -5.785273, -5.080424], [-0.404846, -3.946044, 8.183724], [-1.249068, -3.174572, 7.286032], [-1.913358, -2.560459, 6.581237], [-0.310883, -3.439314, 9.141771], [-0.832966, -4.931706, 8.355242], [0.589596, -4.069911, 7.758922], [-6.068798, 5.876874, 1.723905], [-5.794046, 4.877354, 0.704845], [-5.570692, 4.092133, -0.100300], [-5.362522, 6.702943, 1.653673], [-7.074968, 6.276326, 1.613930], [-5.982935, 5.446198, 2.719739], [0.723987, -4.773684, -1.119997], [0.021423, -4.908243, 0.145152], [-0.525542, -5.015080, 1.146883], [1.617593, -5.394763, -1.131289], [0.093999, -5.075205, -1.954496], [1.027692, -3.739565, -1.279489], [6.584942, 0.526471, 11.712030], [6.945292, -0.589735, 10.852438], [7.229547, -1.463438, 10.166822], [7.227098, 1.381884, 11.512400], [5.552270, 0.822380, 11.538617], [6.693956, 0.248670, 12.758128], [3.115881, -6.260680, -10.891633], [2.628061, -5.167987, -11.717838], [2.241590, -4.316865, -12.381539], [2.350211, -6.570326, -10.181948], [3.374905, -7.116825, -11.510434], [4.002176, -5.962235, -10.337554], [5.956657, 7.909241, -2.806470], [5.152566, 8.555537, -3.829795], [4.518622, 9.049386, -4.647891], [5.340167, 7.628576, -1.954985], [6.409461, 7.001176, -3.198869], [6.750438, 8.566854, -2.457584]], "forces_ev_per_angstrom": [[-0.2, -0.4, -0.2], [-0.4, 0.3, -0.2], [0.1, 0.2, 0.2], [-0.3, -0.5, -0.5], [0.2, 0.6, 0.3], [0.2, -0.5, -0.1], [-0.3, 0.4, 0.0], [0.4, -0.4, 0.6], [0.0, 0.1, -0.3], [-0.1, 0.1, 0.3], [0.3, -0.2, -0.3], [-1.0, -0.6, 0.3], [0.6, 0.1, -0.1], [-0.1, 0.3, -0.2], [-0.1, -0.4, 0.3], [-0.2, -0.4, 0.6], [0.1, 0.4, -1.0], [-0.2, -2.4, 3.0], [0.2, 2.6, -3.7], [0.6, 0.1, 0.1], [0.8, -1.2, -2.7], [-1.2, 0.8, 3.2], [0.3, 0.2, -0.2], [-0.1, 0.5, 0.0], [0.1, 0.2, 0.2], [-0.1, -0.1, 0.5], [0.2, -0.1, 0.2], [-0.1, 0.0, -0.4], [-0.2, -0.3, -0.1], [0.4, 0.1, 0.1], [0.1, 0.1, 0.3], [0.1, -0.3, -0.2], [-0.3, -0.3, 0.0], [-0.1, 0.4, 0.1], [-0.2, 0.2, -0.1], [0.3, -0.3, 0.1], [0.0, -0.3, -0.1], [-0.3, 0.2, -0.2], [-0.2, 0.1, -0.5], [0.3, -0.3, 0.1], [0.0, 0.2, 0.4], [0.0, 0.0, 0.0], [0.3, 0.1, -0.1], [-0.3, 0.1, 0.1], [-0.1, 0.2, -0.1], [0.3, 0.0, -0.1], [0.3, 0.7, -0.1], [-0.2, -0.3, -0.1], [-0.3, 0.1, 0.2], [-0.1, 0.0, 0.3], [0.2, 0.3, 0.0], [0.3, 0.1, -0.1], [-0.1, 0.0, -0.2], [0.0, -0.1, 0.3], [0.2, -0.3, -0.1], [0.1, -0.1, 0.2], [-0.1, 0.3, 0.0], [0.0, 0.0, -0.1], [0.0, 0.1, 0.0], [-0.1, 0.0, 0.0], [-0.2, -0.3, -0.1], [0.1, -0.1, 0.1], [0.4, -0.5, -0.2], [0.2, 0.1, -0.1], [0.0, 0.1, 0.1], [-0.1, 0.1, 0.0], [0.1, 0.1, -0.1], [0.1, 0.0, 0.0], [-0.1, -0.1, 0.2], [0.0, 0.0, 0.0], [0.0, 0.0, 0.0], [0.0, 0.0, 0.0], [-0.3, 0.2, 0.1], [0.3, 0.1, -0.3], [-0.1, -0.3, 0.3], [0.1, 0.0, -0.1], [0.0, -0.1, 0.1], [0.0, 0.0, 0.0], [0.2, -0.1, 0.2], [0.1, -0.2, -0.1], [-0.1, 0.0, 0.2], [0.0, 0.1, 0.1], [-0.1, 0.0, 0.0], [0.0, 0.1, -0.1], [-0.4, -0.1, 0.4], [-0.1, -0.2, -0.2], [0.2, 0.2, -0.1], [0.1, 0.1, -0.2], [0.1, 0.0, -0.1], [0.1, 0.1, 0.0], [0.0, 0.1, 0.1], [-0.1, -0.1, 0.0], [0.1, -0.1, -0.2], [-0.1, 0.1, 0.0], [-0.1, -0.1, 0.0], [0.1, 0.0, -0.1], [-0.1, -0.2, -0.1], [0.0, 0.0, 0.0], [0.0, 0.0, -0.1], [0.0, 0.0, 0.0], [0.0, 0.1, 0.0], [0.1, 0.1, 0.0], [0.1, 0.4, 0.1], [-0.3, -0.2, 0.2], [0.2, -0.1, -0.3], [0.1, 0.0, -0.1], [0.0, 0.0, 0.0], [0.0, -0.1, 0.0], [0.0, -0.3, -0.4], [0.0, 0.0, -0.1], [0.0, 0.0, 0.1], [0.0, 0.0, 0.1], [0.0, 0.1, 0.1], [0.1, 0.1, 0.1], [0.1, -0.3, -0.1], [0.0, -0.1, 0.0], [0.0, 0.1, 0.0], [-0.1, 0.0, 0.0], [0.0, 0.1, -0.1], [0.0, 0.1, 0.0], [0.0, -0.2, -0.3], [0.0, 0.0, -0.1], [0.0, 0.1, 0.1], [0.0, 0.0, 0.1], [0.0, 0.1, 0.0], [0.0, 0.1, 0.0], [-0.2, 0.2, -0.1], [-0.1, 0.1, 0.0], [0.3, -0.2, 0.0], [0.0, 0.0, 0.0], [0.0, -0.1, 0.0], [0.0, 0.0, 0.0], [0.1, 0.6, 0.1], [0.1, 0.0, -0.1], [-0.4, 0.1, 0.1], [-0.1, 0.0, 0.0], [-0.1, 0.0, 0.0], [0.0, -0.1, 0.0], [0.2, 0.0, 0.0], [0.1, 0.1, 0.1], [-0.2, 0.0, 0.0], [-0.1, 0.0, 0.0], [0.0, 0.0, 0.0], [-0.1, 0.0, -0.1], [0.1, -0.1, 0.2], [0.0, 0.0, 0.0], [-0.1, 0.0, -0.1], [0.0, 0.1, 0.0], [0.0, 0.0, 0.0], [0.0, 0.0, 0.0], [-0.1, 0.3, 0.3], [0.0, 0.1, 0.1], [0.0, -0.1, -0.1], [0.1, 0.0, -0.1], [0.0, -0.1, -0.1], [0.0, -0.1, 0.0], [0.0, 0.1, -0.3], [0.1, -0.1, 0.0], [-0.1, -0.1, 0.2], [0.0, 0.0, 0.1], [-0.1, -0.1, 0.1], [-0.2, -0.1, 0.1], [-0.1, 0.2, 0.2], [0.0, 0.0, 0.1], [0.0, -0.1, -0.1], [0.0, 0.0, 0.0], [0.0, 0.0, 0.0], [0.0, -0.1, 0.0], [0.0, -0.2, 0.2], [0.1, -0.1, -0.1], [-0.1, 0.1, 0.0], [0.0, 0.0, 0.0], [0.0, 0.0, -0.1], [0.0, 0.1, 0.0], [0.1, -0.1, 0.2], [0.2, 0.0, 0.0], [-0.1, 0.1, -0.1], [0.0, 0.0, 0.0], [0.0, 0.0, -0.1], [0.0, 0.1, -0.1]], "lowdin_charge": [-0.1016, -0.2827, -0.2576, -0.2067, -0.1788, -0.2004, -0.2106, -0.1953, -0.2153, -0.2061, -0.1901, -0.1780, -0.1740, -0.1721, -0.1095, -0.0926, 0.1159, -0.3682, 0.1113, 0.0830, -0.3252, 0.1232, 0.0509, 0.0598, 0.0349, 0.0820, 0.0635, 0.1119, 0.0623, 0.0923, 0.0725, 0.0860, 0.1048, 0.1002, 0.1079, 0.0920, 0.1087, 0.1107, 0.0885, 0.0975, 0.0920, 0.0628, 0.1013, 0.1075, 0.1017, 0.1015, 0.0635, 0.0988, 0.0841, 0.0895, 0.1039, 0.1367, 0.1029, 0.1252, -0.0674, -0.2536, 0.1720, 0.0744, 0.0784, 0.0540, -0.0783, -0.2272, 0.1679, 0.0531, 0.0546, 0.0844, -0.0709, -0.2593, 0.1501, 0.0683, 0.0886, 0.0722, -0.0918, -0.2872, 0.1259, 0.0536, 0.0796, 0.0731, -0.0665, -0.2221, 0.1893, 0.0658, 0.0841, 0.0503, -0.0590, -0.2633, 0.1386, 0.0739, 0.0403, 0.0852, -0.0826, -0.2731, 0.1289, 0.0811, 0.0755, 0.0570, -0.0822, -0.2513, 0.1602, 0.0857, 0.0771, 0.0575, -0.0808, -0.2954, 0.1330, 0.0867, 0.0563, 0.0897, -0.0654, -0.2699, 0.1312, 0.0627, 0.0895, 0.0397, -0.0719, -0.2687, 0.1385, 0.0448, 0.0862, 0.0863, -0.0842, -0.3035, 0.1133, 0.0776, 0.0763, 0.0412, -0.0741, -0.2773, 0.1397, 0.0371, 0.0793, 0.0867, -0.1166, -0.3018, 0.1421, 0.0659, 0.0673, 0.0756, -0.0752, -0.2738, 0.1397, 0.0782, 0.0873, 0.0649, -0.0625, -0.2729, 0.1566, 0.0855, 0.0842, 0.0817, -0.0635, -0.2812, 0.1432, 0.0638, 0.0839, 0.0832, -0.0629, -0.2581, 0.1566, 0.0844, 0.0622, 0.0592, -0.0637, -0.2853, 0.1367, 0.0856, 0.0857, 0.0841, -0.0653, -0.2811, 0.1406, 0.0837, 0.0843, 0.0836, -0.0753, -0.2797, 0.1319, 0.0338, 0.0846, 0.0833], "spin_multiplicity": 1, "e_lumo_ha": -0.055, "gap_ev": 8.223}